Record 1
79
Properties=species:S:1:pos:R:3 method="wB97M-V/def2-TZVPD" lumo_energy_ha="0.1519 / 0.1518" gap_ev="4.421 / 5.466" mol_weight_g_mol=766.99 e_above_lowest_ev=1.828 s_squared=3.776 total_charge=-2 fmax_ha_per_bohr=0.122 multiplicity=4
V -1.09405 0.78575 -0.95026
C -0.46810 -2.11057 2.26261
C -1.11754 -1.03830 1.42376
N -0.45899 -0.56151 0.39300
N 0.88670 -0.84238 0.37470
C 1.46946 -1.57783 -0.50212
S 0.84590 -2.63462 -1.64946
S 3.27896 -1.52406 -0.45513
C 3.67662 -0.22895 0.77444
C 4.28599 -0.78189 2.02220
C 5.57942 -0.44055 2.40937
C 6.12140 -0.91414 3.59660
C 5.37591 -1.74319 4.42073
C 4.09482 -2.11677 4.02930
C 3.56216 -1.64746 2.84127
C -2.39761 -0.51056 1.84885
C -2.92396 -0.77782 3.11998
C -4.10687 -0.20621 3.55111
C -4.81865 0.64670 2.70630
C -4.35707 0.89654 1.43043
C -3.13299 0.35837 0.98690
O -2.66740 0.62388 -0.18527
H 0.23297 -2.66952 1.64607
H -1.21331 -2.80115 2.65715
H 0.08216 -1.66342 3.09676
H 2.70994 0.24336 0.96350
H 4.34386 0.47857 0.28501
H 6.16377 0.21207 1.76993
H 7.12804 -0.63055 3.88256
H 5.78586 -2.09370 5.36066
H 3.50604 -2.77248 4.66033
H 2.57149 -1.95019 2.52995
H -2.37779 -1.41316 3.80660
H -4.46764 -0.40252 4.55432
H -5.72502 1.12690 3.05797
H -4.88216 1.56968 0.76164
S -2.23852 2.93583 -1.93115
C -1.57670 4.14941 -0.87259
C -2.07210 5.46594 -1.07513
N -2.51527 6.51802 -1.25215
C -0.65376 3.91776 0.11798
S -0.04605 2.34716 0.57953
C -0.11005 5.02758 0.81668
N 0.36915 5.92670 1.36132
C -5.59436 -1.70203 -0.57005
C -4.41926 -2.11017 -1.38952
C -3.88585 -3.36579 -1.42802
C -2.82308 -3.62113 -2.31145
N -2.32983 -2.68961 -3.10819
C -2.78125 -1.43625 -3.01254
S -2.18082 -0.14922 -3.90921
N -3.87411 -1.17069 -2.19364
C -2.17637 -4.96005 -2.39826
H -5.95999 -2.53913 0.02105
H -6.39777 -1.34535 -1.21837
H -5.32106 -0.89093 0.10598
H -4.28215 -4.14493 -0.79240
H -4.11567 -0.19549 -2.07378
H -2.70699 -5.71039 -1.81129
H -1.14756 -4.86073 -2.04120
H -2.11787 -5.27584 -3.44016
C 4.65495 2.43589 -1.68540
S 2.98223 2.51491 -0.97414
C 3.28851 3.84707 0.20642
H 5.38828 2.37416 -0.87929
H 4.85680 3.31051 -2.30554
H 4.69649 1.53054 -2.28920
H 3.46129 4.79117 -0.30992
H 4.15125 3.59087 0.82471
H 2.40385 3.92708 0.82884
C 1.81094 0.38179 -3.83972
C 0.76127 1.21564 -3.17148
N 0.44033 2.39455 -3.76827
O 0.24556 0.89276 -2.09334
H 1.45049 0.05770 -4.81922
H 2.01235 -0.50291 -3.23980
H 2.72289 0.96854 -3.97247
H 0.55968 2.44517 -4.76723
H -0.42216 2.81555 -3.40023

Record 2
11
Properties=species:S:1:pos:R:3 method="wB97M-V/def2-TZVPD" lumo_energy_ha=-0.0086 gap_ev=7.311 mol_weight_g_mol=148.28 e_above_lowest_ev=1.667 total_charge=0 fmax_ha_per_bohr=0.075
C 1.67157 -0.75980 -0.07927
C 1.76117 0.56332 -0.13996
C -2.04253 0.07492 -0.58808
C -0.65251 0.10621 0.73616
S -3.55915 -0.00589 -0.15984
S 0.21789 -1.45093 0.60578
S 0.41365 1.50949 0.44890
H 2.43197 -1.45124 -0.39009
H 2.60388 1.11697 -0.50816
H -1.62595 0.11000 -1.57997
H -1.21999 0.18696 1.65452

Record 3
29
Properties=species:S:1:pos:R:3 method="wB97M-V/def2-TZVPD" lumo_energy_ha=0.0207 gap_ev=10.521 mol_weight_g_mol=234.28 e_above_lowest_ev=0.770 total_charge=0 fmax_ha_per_bohr=0.084
O 1.58849 -1.77881 1.77184
O 1.22827 1.97692 -1.00360
O -2.52654 -0.84312 -1.58351
O -0.59880 -1.25424 1.39176
O 0.89678 1.01616 1.13912
O -1.33313 0.68598 -0.33123
C 0.41419 -1.84521 2.05444
C 1.21911 2.01761 0.21265
C -2.25602 0.33170 -1.29102
C -0.01855 -2.58531 3.28270
C 1.84799 3.29680 0.82692
C -2.97751 1.38443 -1.94750
C 0.60861 -1.72708 -2.11245
C 1.07141 -0.71292 -0.99733
Si -0.04915 -0.06159 0.34753
H -1.08528 -2.60759 3.47334
H 0.24421 -3.64792 3.03346
H 0.55778 -2.35270 4.19060
H 1.09786 3.74561 1.47154
H 2.17367 3.90304 -0.00586
H 2.74686 3.01546 1.36531
H -2.82407 1.22644 -3.02335
H -2.74372 2.37320 -1.67006
H -4.04374 1.29260 -1.81036
H 1.17821 -2.67650 -2.08707
H -0.40895 -1.94145 -1.86600
H 0.49545 -1.25843 -3.09813
H 1.61335 0.23603 -1.30411
H 1.88322 -1.20911 -0.42964

Record 4
43
Properties=species:S:1:pos:R:3 method="wB97M-V/def2-TZVPD" lumo_energy_ha="-0.4223 / -0.4944" gap_ev="7.188 / 5.238" mol_weight_g_mol=427.14 s_squared=8.788 total_charge=+3 fmax_ha_per_bohr=0.037 multiplicity=6
Fe 0.92350 -0.36592 0.67650
C 3.08070 3.03346 -2.89819
N 3.20852 1.87581 -2.01161
C 4.49505 1.17739 -2.05313
C 2.23712 1.46020 -1.24899
O 2.35349 0.48231 -0.45131
C 0.88512 2.17169 -1.28199
O -0.08047 1.33993 -0.63850
C -1.17282 0.88136 -1.43105
C -1.26731 -0.63904 -1.32225
O -0.49311 -1.22584 -0.50644
N -2.12805 -1.28744 -2.05928
C -2.22611 -2.74675 -1.99690
C -3.10428 -0.64530 -2.93543
H 4.06629 3.46740 -3.04206
H 2.43254 3.80016 -2.47967
H 2.70597 2.73613 -3.87958
H 5.29277 1.85132 -1.74267
H 4.69860 0.86725 -3.07829
H 4.48335 0.30709 -1.40854
H 0.58362 2.41072 -2.30016
H 0.95862 3.10071 -0.71211
H -1.04666 1.18067 -2.47081
H -2.08943 1.32811 -1.03983
H -1.38536 -3.16709 -1.45801
H -2.24024 -3.14557 -3.00960
H -3.15718 -3.04093 -1.51007
H -2.92572 0.41829 -3.06084
H -4.10692 -0.78066 -2.52681
H -3.08034 -1.12107 -3.91420
Se 1.39660 1.14653 4.03219
N 0.48968 0.06876 2.86366
C -0.32591 -0.68643 3.58506
C -1.24500 -1.66974 3.08499
C -2.00382 -2.41010 3.97838
C -1.92520 -2.18709 5.35583
C -1.05355 -1.21978 5.89295
C -0.26646 -0.45219 5.01007
N 0.59067 0.48829 5.37748
H -1.35876 -1.81021 2.01418
H -2.68837 -3.16350 3.61088
H -2.55421 -2.76394 6.02338
H -0.95692 -1.06499 6.96277

What did the second record say?
11
Properties=species:S:1:pos:R:3 method="wB97M-V/def2-TZVPD" lumo_energy_ha=-0.0086 gap_ev=7.311 mol_weight_g_mol=148.28 e_above_lowest_ev=1.667 total_charge=0 fmax_ha_per_bohr=0.075
C 1.67157 -0.75980 -0.07927
C 1.76117 0.56332 -0.13996
C -2.04253 0.07492 -0.58808
C -0.65251 0.10621 0.73616
S -3.55915 -0.00589 -0.15984
S 0.21789 -1.45093 0.60578
S 0.41365 1.50949 0.44890
H 2.43197 -1.45124 -0.39009
H 2.60388 1.11697 -0.50816
H -1.62595 0.11000 -1.57997
H -1.21999 0.18696 1.65452